Record 1
ORCA calculation (the ωB97M-V functional and the def2-TZVPD basis) on a structure of composition C17H15ClO2Zn.

Calculated values
Multiplicity: 1
Frontier orbital gap (eV): 4.80
Total charge: -2
Highest occupied orbital energy (eV): 0.1

Each line ends with the Löwdin charge.
Geometry (Å):
1 C -2.32 -1.48 -1.52  -0.281
2 C -1.72 -1.65 -2.82  -0.208
3 C -1.53 -0.36 -3.38  -0.206
4 H -1.64 -2.59 -3.35  0.069
5 C -1.91 0.63 -2.44  -0.171
6 C -2.42 -0.05 -1.28  -0.216
7 H -3.02 0.42 -0.50  0.069
8 H -2.81 -2.25 -0.92  0.062
9 H -1.29 -0.16 -4.42  0.072
10 H -2.03 1.68 -2.64  0.070
11 Zn -0.24 -1.01 -0.67  0.483
12 Cl 0.10 -3.18 -0.19  -0.137
13 C 2.25 -0.41 -1.22  -0.247
14 C 1.91 0.84 -1.86  -0.203
15 C 1.43 0.56 -3.17  -0.215
16 H 2.07 1.83 -1.44  0.061
17 C 1.50 -0.86 -3.37  -0.224
18 C 1.97 -1.46 -2.17  -0.260
19 H 2.30 -2.49 -2.05  0.042
20 H 2.82 -0.53 -0.30  0.063
21 H 1.22 1.31 -3.93  0.059
22 H 1.35 -1.38 -4.31  0.059
23 O -1.43 1.92 0.87  0.017
24 C -0.52 1.15 1.20  -0.562
25 O 0.27 0.46 0.42  -0.168
26 C -0.04 1.03 2.61  -0.134
27 C 0.90 0.04 2.96  -0.002
28 C 1.28 -0.09 4.29  -0.094
29 C 0.63 0.70 5.27  -0.120
30 C -0.37 1.64 4.91  -0.100
31 C -0.71 1.77 3.56  -0.044
32 H 1.34 -0.53 2.15  0.108
33 H 2.06 -0.81 4.55  0.094
34 H 0.90 0.58 6.31  0.075
35 H -0.88 2.26 5.66  0.083
36 H -1.45 2.47 3.18  0.107



Record 2
ORCA calculation (the ωB97M-V functional and the def2-TZVPD basis) on a cluster of 2 separate species, C10H24BN2O3 in total.

Calculated values
Multiplicity: 1
Frontier orbital gap (eV): 8.43
Total charge: +1
Highest occupied orbital energy (eV): -11.7

Each line ends with the Löwdin charge.
Geometry (Å):
1 C -4.51 3.24 -0.25  -0.038
2 C -3.55 2.08 0.02  -0.205
3 O -4.25 0.84 -0.13  0.124
4 B -3.59 -0.32 -0.03  -0.604
5 O -4.20 -1.47 -0.49  0.169
6 C -2.12 -0.47 0.58  -0.129
7 C -0.99 -0.33 -0.47  -0.141
8 N 0.28 -0.22 0.20  -0.049
9 C 0.61 -1.41 0.95  -0.176
10 C -0.53 -2.06 1.75  -0.065
11 N -1.91 -1.82 1.19  0.084
12 H -4.28 3.74 -1.19  0.080
13 H -4.46 3.97 0.54  0.078
14 H -5.51 2.83 -0.34  0.085
15 H -2.71 2.13 -0.67  0.115
16 H -3.15 2.19 1.03  0.120
17 H -4.93 -1.77 0.08  0.131
18 H -1.93 0.26 1.35  0.151
19 H -1.18 0.49 -1.15  0.131
20 H -0.99 -1.25 -1.05  0.145
21 H 0.34 0.62 0.77  0.133
22 H 1.09 -2.12 0.28  0.125
23 H 1.38 -1.12 1.67  0.128
24 H -0.54 -1.79 2.80  0.131
25 H -0.38 -3.14 1.73  0.131
26 H -2.17 -2.57 0.53  0.180
27 H -2.57 -1.91 1.96  0.184
28 C 5.20 -0.53 -1.13  -0.166
29 C 4.34 0.47 -1.91  -0.164
30 C 3.12 0.58 -1.02  -0.227
31 O 3.56 0.38 0.33  -0.162
32 C 4.91 -0.12 0.31  -0.197
33 H 6.26 -0.48 -1.37  0.115
34 H 4.85 -1.55 -1.31  0.113
35 H 4.85 1.43 -1.98  0.117
36 H 4.10 0.14 -2.92  0.114
37 H 2.38 -0.19 -1.25  0.092
38 H 2.63 1.55 -1.09  0.116
39 H 5.58 0.67 0.64  0.120
40 H 4.99 -0.96 1.01  0.115



Record 3
ORCA calculation (the ωB97M-V functional and the def2-TZVPD basis) on a structure of composition CH19O9Pd.

Calculated values
Multiplicity: 3
<S²>: 2.0078
Frontier orbital gap (spin up / spin down) (eV): 7.80 / 5.19
Total charge: +1
ΔE to the lowest compared entry with this formula, charge and spin (eV): 1.102
Highest occupied orbital energy (spin up / spin down) (eV): -13.2 / -13.2

Each line ends with the Mulliken spin population.
Geometry (Å):
1 Pd 1.42 0.89 -3.41  0.974
2 C 0.65 -0.14 -0.51  0.012
3 O 0.91 0.97 -1.29  0.853
4 H 1.35 -0.91 -0.83  0.031
5 H 0.88 0.12 0.53  0.015
6 H -0.35 -0.56 -0.43  0.072
7 O 2.80 0.49 2.34  0.001
8 H 2.87 1.05 3.11  0.000
9 H 1.86 0.49 2.13  0.002
10 O -3.06 -1.93 -1.60  0.001
11 H -2.75 -1.88 -2.50  0.000
12 H -2.27 -2.12 -1.09  0.000
13 O -2.07 -1.60 1.58  0.001
14 H -2.74 -2.01 2.12  0.000
15 H -1.56 -2.33 1.24  -0.001
16 O 2.12 -1.34 -3.55  0.022
17 H 2.70 -1.90 -4.08  0.001
18 H 1.31 -1.84 -3.48  -0.001
19 O 0.29 -1.21 3.41  0.000
20 H 0.13 -0.27 3.31  0.000
21 H -0.49 -1.63 3.06  0.000
22 O -2.03 2.27 -1.17  0.007
23 H -1.94 3.23 -1.18  0.001
24 H -1.13 1.94 -1.20  0.003
25 O 2.94 2.87 -0.09  0.010
26 H 2.27 2.28 -0.43  -0.003
27 H 3.05 2.61 0.82  0.000
28 O -2.61 1.06 1.28  0.001
29 H -2.31 1.19 0.38  0.000
30 H -2.23 0.22 1.54  0.000



Record 4
ORCA calculation (the ωB97M-V functional and the def2-TZVPD basis) on an isolated molecule of C5H8O.

Calculated values
Multiplicity: 1
Frontier orbital gap (eV): 10.22
ΔE to the lowest compared entry with this formula, charge and spin (eV): 3.854
Highest occupied orbital energy (eV): -9.4

Each line ends with the Löwdin charge.
Geometry (Å):
1 C -1.43 -0.02 0.80  -0.101
2 C -0.41 1.41 -1.57  0.057
3 C 0.00 -0.56 0.96  -0.224
4 C 1.07 -0.33 -0.14  -0.167
5 C 0.87 0.73 -1.20  -0.281
6 O -0.05 0.39 -2.28  0.004
7 H -1.62 0.80 1.50  0.075
8 H -2.16 -0.81 1.02  0.070
9 H -1.69 0.36 -0.20  0.026
10 H 0.40 -0.16 1.90  0.097
11 H -0.05 -1.64 1.11  0.096
12 H 2.02 -0.09 0.35  0.110
13 H 1.26 -1.27 -0.67  0.115
14 H 1.78 1.18 -1.59  0.121



no.,E (eV)
1,-82907.9720
2,-20553.6135
3,-23241.2453
4,-7358.4008